The following is a DFT calculation (ωB97M-V/def2-TZVPD) of a structure of composition C32H87IN3O23P2S.

Each line ends with the Löwdin charge.
Element x y z (Å)
C: 0.3556 -5.1022 1.1648  -0.070
C: 1.8591 -4.8871 1.0671  -0.233
O: 2.2661 -3.6389 0.5336  -0.114
C: 1.3891 -2.5986 0.8214  -0.210
C: 2.1892 -1.3090 0.6516  -0.161
O: 1.7318 -0.2981 1.5162  -0.148
C: 2.2351 -0.5213 2.8112  -0.138
C: 1.0434 -0.4649 3.7862  -0.152
O: -0.0952 -0.8106 3.0431  -0.170
C: -1.2262 -0.8589 3.8221  -0.226
C: -2.4517 -0.6171 2.9932  -0.340
C: -2.3980 -1.3791 1.6461  -0.251
P: -3.9324 -2.3093 1.2800  0.282
O: -4.9131 -1.4395 0.3308  -0.171
O: -4.7913 -2.6556 2.6101  -0.192
S: -3.4974 -3.9970 0.4182  0.360
C: -1.9169 -0.4936 0.4586  -0.274
C: -2.0122 -1.1943 -0.8835  -0.164
C: -1.1474 -0.5430 -1.9895  -0.229
N: -0.3396 0.5697 -1.6001  0.047
C: -2.6681 0.8510 0.3507  -0.126
C: -3.5118 1.1546 1.5501  -0.286
N: -2.8153 0.8424 2.8414  -0.582
I: -4.2411 1.3197 4.3504  1.175
P: -1.4253 1.9860 3.1057  0.796
N: -1.2641 2.3202 4.6227  -0.275
H: 0.1997 -6.1619 1.1627  0.071
H: -0.0039 -4.7406 2.1083  0.061
H: -0.1922 -4.7084 0.3355  0.052
H: 2.3172 -5.1088 2.0177  0.119
H: 2.2245 -5.6320 0.3930  0.077
H: 0.5955 -2.5908 0.0946  0.102
H: 1.0424 -2.6080 1.8396  0.111
H: 3.2377 -1.4848 0.8032  0.129
H: 2.0669 -0.9404 -0.3468  0.115
H: 2.9655 0.2266 3.0301  0.131
H: 2.6148 -1.5214 2.8545  0.124
H: 1.2195 -1.1365 4.6048  0.105
H: 0.9336 0.5366 4.1772  0.098
H: -1.3225 -1.8679 4.1975  0.149
H: -1.1865 -0.2486 4.7034  0.108
H: -3.2461 -1.0798 3.5348  0.066
H: -1.6306 -2.1145 1.7635  0.111
H: -5.6074 -2.0513 0.1368  0.064
H: -4.4745 -3.5097 2.8576  0.039
H: -0.8921 -0.2643 0.6823  0.114
H: -3.0250 -1.1325 -1.2200  0.092
H: -1.7006 -2.2097 -0.7799  0.059
H: -0.5206 -1.3046 -2.3894  0.069
H: -1.7812 -0.2549 -2.8006  0.094
H: 0.3225 0.3556 -0.8878  0.048
H: -0.8822 1.3798 -1.3931  0.030
H: -3.2957 0.8574 -0.5117  0.125
H: -1.9242 1.6201 0.2752  0.087
H: -4.4792 0.6988 1.5299  0.089
H: -3.6781 2.2127 1.5494  0.089
H: -0.2398 1.4736 2.5450  0.071
H: -1.7368 3.1709 2.4333  0.029
H: -0.3393 2.0663 4.9170  -0.025
C: 2.5577 4.7794 -2.6137  -0.241
C: 3.3642 3.7950 -3.4420  -0.227
O: 3.5308 2.5765 -2.7184  -0.078
O: 3.2121 5.0074 -1.3708  -0.065
H: 2.4519 5.7315 -3.1295  0.130
H: 1.5590 4.3790 -2.3937  0.106
H: 4.3633 4.1888 -3.6250  0.108
H: 2.8817 3.5860 -4.4002  0.122
H: 2.6734 2.1220 -2.6739  0.089
H: 3.5685 4.1570 -1.1039  0.070
C: 2.4172 -7.5545 -1.8086  -0.240
C: 3.3362 -8.7328 -2.0413  -0.226
O: 2.6568 -9.9450 -1.7053  -0.064
O: 1.9803 -7.5239 -0.4557  -0.082
H: 2.9204 -6.6126 -2.0236  0.117
H: 1.5261 -7.6322 -2.4377  0.106
H: 4.2058 -8.6708 -1.3906  0.125
H: 3.6692 -8.7759 -3.0823  0.122
H: 1.9804 -10.0919 -2.3656  0.086
H: 1.8400 -8.4372 -0.1952  0.084
C: 7.7533 5.2947 -4.0185  -0.253
C: 8.1001 4.1116 -3.1380  -0.233
O: 7.5352 4.3034 -1.8377  -0.070
O: 8.2334 6.4909 -3.4314  -0.059
H: 8.1988 5.1944 -5.0073  0.121
H: 6.6622 5.3856 -4.1225  0.106
H: 9.1771 4.0406 -3.0062  0.124
H: 7.7279 3.1726 -3.5608  0.118
H: 6.5850 4.2161 -1.9176  0.071
H: 8.0990 6.3938 -2.4873  0.072
C: -3.0471 2.5970 8.4677  -0.252
C: -1.5777 2.9040 8.6284  -0.225
O: -0.8112 1.8153 8.1039  -0.079
O: -3.3747 1.3868 9.1323  -0.063
H: -3.6662 3.3914 8.8816  0.125
H: -3.2776 2.4717 7.4042  0.075
H: -1.3207 2.9975 9.6805  0.127
H: -1.3053 3.8271 8.1092  0.123
H: -0.9212 1.8285 7.1515  0.040
H: -2.6263 0.8033 8.9989  0.068
C: 0.8202 -3.1738 -3.8377  -0.228
C: 1.7123 -4.3602 -4.1117  -0.220
O: 1.0088 -5.5656 -3.8003  -0.075
O: 0.4159 -3.1918 -2.4689  -0.092
H: 1.3395 -2.2353 -4.0301  0.126
H: -0.0802 -3.2187 -4.4655  0.122
H: 2.5853 -4.3264 -3.4634  0.124
H: 2.0408 -4.3868 -5.1543  0.125
H: 0.3293 -5.6863 -4.4640  0.093
H: 0.2713 -4.1158 -2.2470  0.080
C: -2.3143 3.4579 -5.1132  -0.243
C: -1.9364 2.3100 -4.2010  -0.215
O: -2.3450 2.5965 -2.8507  -0.097
O: -1.7129 4.6683 -4.6675  -0.052
H: -1.9835 3.2669 -6.1329  0.122
H: -3.4011 3.6016 -5.1118  0.109
H: -0.8626 2.1824 -4.1785  0.119
H: -2.4026 1.3768 -4.5288  0.117
H: -3.3021 2.5583 -2.8317  0.092
H: -1.7432 4.6571 -3.7099  0.058
C: 0.4054 -2.5872 7.2908  -0.240
C: 0.1757 -4.0740 7.4552  -0.237
O: 1.3479 -4.6814 7.9914  -0.057
O: 1.5274 -2.3591 6.4461  -0.081
H: -0.4652 -2.1008 6.8464  0.108
H: 0.6139 -2.1244 8.2627  0.123
H: -0.0021 -4.5396 6.4875  0.123
H: -0.6766 -4.2741 8.1114  0.123
H: 1.4351 -4.3980 8.9018  0.092
H: 2.1683 -3.0387 6.6713  0.083
C: -4.5148 2.8920 -9.1835  -0.245
C: -4.1404 1.7637 -8.2474  -0.227
O: -4.5629 2.0775 -6.9124  -0.089
O: -3.9245 4.1070 -8.7510  -0.057
H: -4.1721 2.6883 -10.1964  0.124
H: -5.6047 3.0290 -9.1953  0.119
H: -3.0595 1.6441 -8.2129  0.120
H: -4.5958 0.8202 -8.5618  0.120
H: -5.5188 2.0357 -6.8949  0.088
H: -3.9692 4.1003 -7.7946  0.059
C: -1.1552 6.2039 -0.3772  -0.226
C: -1.4946 4.7371 -0.1921  -0.240
O: -0.4400 4.0462 0.4742  -0.096
O: 0.0609 6.4192 -1.0963  -0.054
H: -1.9567 6.7013 -0.9213  0.125
H: -1.0279 6.6840 0.6033  0.122
H: -1.6041 4.2467 -1.1535  0.096
H: -2.4272 4.6298 0.3805  0.114
H: -0.4045 4.3547 1.3799  0.062
H: 0.6999 5.7557 -0.8166  0.053

Cartesian forces, eV/Å:
C 0.868 -0.235 0.390
C -0.516 -0.469 -0.796
O 0.148 -0.367 0.238
C 1.342 0.944 -0.353
C -0.569 -0.081 -0.465
O 0.226 0.662 -0.195
C -1.717 -0.105 0.088
C 1.207 0.290 -0.690
O 0.089 0.432 -0.344
C -0.359 -1.101 0.217
C -0.028 -0.698 -0.610
C -0.752 1.939 -0.215
P 0.356 -2.542 -1.593
O 1.254 1.130 1.718
O 0.124 2.385 -0.394
S -0.011 0.236 0.346
C -0.899 0.023 -0.119
C 0.797 0.500 -0.153
C -0.136 -0.109 0.578
N 0.480 0.363 -0.890
C 0.717 -0.907 1.179
C 0.109 0.431 -0.419
N -0.432 0.559 -0.143
I 0.047 0.085 0.222
P 1.505 1.105 1.636
N -0.350 -0.044 -0.568
H -0.149 -0.702 0.013
H -0.606 0.446 0.373
H -0.378 0.403 -0.467
H 0.301 0.320 0.668
H 0.401 -0.258 -0.352
H -0.857 -0.003 -0.055
H -0.472 -0.284 0.492
H 0.609 -0.274 0.097
H 0.015 0.280 -0.692
H 0.717 0.304 0.415
H 0.714 -0.473 0.209
H -0.042 -0.391 0.576
H -0.114 0.559 0.281
H -0.270 -0.634 0.307
H 0.017 0.684 0.462
H -0.734 0.064 0.560
H 0.211 -0.884 0.029
H -1.215 -0.663 -0.680
H 0.119 -1.442 0.496
H 0.627 -0.071 0.200
H -0.762 -0.479 -0.050
H -0.004 -0.810 -0.009
H 0.508 -0.501 -0.183
H -0.474 0.443 -0.524
H 0.408 0.005 0.499
H -0.049 0.578 0.098
H -0.438 0.186 -0.655
H 0.308 0.632 -0.350
H -0.441 -0.628 0.157
H -0.355 0.721 0.254
H -0.587 -0.228 -0.624
H -0.859 -0.620 -0.603
H 0.456 -0.220 0.485
C 0.220 -0.214 0.206
C -0.509 -0.160 0.001
O -0.113 -0.210 0.168
O -0.054 0.413 -0.116
H -0.022 0.063 0.036
H -0.067 -0.063 -0.371
H 0.020 -0.003 0.004
H 0.006 0.198 -0.069
H 0.316 0.192 -0.039
H 0.052 -0.279 0.159
C -0.246 -0.230 0.205
C -0.233 -0.138 -0.226
O 0.310 0.134 0.359
O 0.196 0.108 0.011
H -0.016 0.049 -0.003
H 0.172 0.056 -0.284
H 0.030 -0.046 0.042
H 0.082 0.158 0.017
H -0.228 -0.120 -0.213
H -0.061 -0.306 0.049
C -0.019 0.241 0.318
C -0.467 -0.126 -0.007
O 0.451 0.036 0.024
O 0.232 0.003 -0.440
H 0.004 0.022 -0.032
H -0.010 -0.262 -0.155
H 0.041 0.021 0.052
H 0.104 0.032 -0.138
H -0.299 -0.011 0.029
H -0.077 0.040 0.360
C -0.022 -0.356 0.146
C 0.080 0.068 -0.376
O 0.075 -0.086 0.326
O -0.318 0.288 0.123
H -0.037 0.010 0.004
H 0.002 0.281 -0.208
H 0.048 -0.053 0.049
H -0.089 0.081 0.092
H -0.074 0.038 -0.264
H 0.268 -0.252 -0.016
C -0.225 -0.122 0.347
C -0.165 -0.165 -0.332
O 0.260 0.134 0.263
O 0.210 0.219 -0.126
H 0.000 0.032 0.041
H 0.132 0.037 -0.158
H 0.024 -0.049 0.055
H 0.075 0.156 0.014
H -0.218 -0.091 -0.200
H -0.033 -0.287 0.074
C -0.062 0.428 0.486
C -0.443 -0.039 -0.131
O 0.303 -0.040 0.082
O 0.230 -0.188 -0.445
H 0.000 0.016 -0.027
H -0.032 -0.272 -0.152
H 0.251 -0.033 0.119
H 0.054 0.024 -0.128
H -0.283 0.059 -0.031
H -0.015 0.082 0.291
C 0.367 -0.008 0.015
C -0.002 -0.010 0.414
O -0.022 -0.026 -0.480
O -0.367 0.160 -0.249
H 0.003 0.035 -0.008
H -0.253 -0.016 0.062
H 0.022 -0.047 -0.035
H -0.114 0.081 -0.115
H 0.081 0.001 0.315
H 0.257 -0.171 0.085
C -0.030 0.332 0.298
C -0.380 -0.081 0.012
O 0.448 -0.038 -0.016
O 0.215 -0.138 -0.453
H 0.006 0.008 -0.040
H -0.031 -0.254 -0.127
H 0.043 0.012 0.047
H 0.090 -0.002 -0.115
H -0.320 0.001 0.019
H -0.059 0.117 0.380
C 0.805 0.191 0.121
C 0.070 0.262 0.037
O 0.043 -0.504 -0.079
O -0.776 -0.323 -0.154
H 0.003 0.080 0.003
H -0.360 -0.039 0.058
H -0.065 -0.120 -0.134
H -0.062 0.111 -0.159
H 0.259 0.393 0.174
H 0.212 -0.017 0.166

Summary:
**Total charge**: +1
**Kohn-Sham gap**: 6.0 eV
**Maximum force**: 0.059 hartree/bohr
**Multiplicity**: 1
**LUMO level**: -5.13 eV
**Electronic energy**: -123658.6358 eV